(1)
{
  "formula": "C40H57BN11SbSi3Ti",
  "method": "ωB97M-V/def2-TZVPD",
  "symbols": ["Ti", "C", "C", "N", "N", "C", "B", "N", "C", "C", "C", "N", "N", "C", "C", "C", "N", "N", "C", "C", "C", "N", "H", "H", "H", "H", "H", "H", "H", "H", "H", "H", "H", "H", "C", "Sb", "C", "C", "C", "C", "C", "C", "N", "Si", "C", "C", "C", "C", "C", "C", "C", "C", "C", "N", "Si", "C", "C", "C", "Si", "C", "C", "C", "H", "H", "H", "H", "H", "H", "H", "H", "H", "H", "H", "H", "H", "H", "H", "H", "H", "H", "H", "H", "H", "H", "H", "H", "H", "H", "H", "H", "H", "H", "H", "H", "H", "H", "H", "H", "H", "H", "N", "C", "C", "C", "C", "C", "C", "H", "H", "H", "H", "H", "H", "H"],
  "xyz": [[0.74, 0.51, 0.54], [0.29, 4.73, 1.59], [-0.04, 3.62, 0.83], [0.79, 2.60, 1.09], [1.67, 3.05, 2.02], [1.38, 4.32, 2.34], [2.65, 2.12, 2.78], [3.52, 1.35, 1.75], [4.84, 1.12, 1.82], [5.18, 0.26, 0.80], [3.98, 0.00, 0.15], [2.97, 0.66, 0.73], [1.78, 1.08, 3.54], [1.59, 0.78, 4.84], [0.64, -0.22, 4.92], [0.30, -0.49, 3.60], [0.99, 0.29, 2.77], [3.55, 2.97, 3.65], [4.42, 3.91, 3.19], [4.99, 4.52, 4.28], [4.39, 3.88, 5.38], [3.53, 2.96, 5.00], [-0.18, 5.70, 1.60], [-0.83, 3.51, 0.11], [1.95, 4.85, 3.09], [5.44, 1.57, 2.59], [6.16, -0.13, 0.56], [3.82, -0.64, -0.70], [2.14, 1.31, 5.59], [0.26, -0.69, 5.81], [-0.42, -1.19, 3.20], [4.56, 4.08, 2.13], [5.72, 5.31, 4.28], [4.56, 4.06, 6.43], [-0.66, -1.44, -3.89], [-0.49, -1.31, -1.76], [0.70, 0.61, -1.59], [1.98, 0.18, -2.23], [2.99, 1.07, -2.62], [4.13, 0.59, -3.24], [4.28, -0.78, -3.44], [3.26, -1.60, -3.01], [2.15, -1.13, -2.43], [0.04, 2.19, -2.41], [0.04, 2.01, -4.28], [-1.71, 2.61, -1.89], [1.13, 3.72, -2.09], [-2.61, -0.89, -1.13], [-2.70, 0.02, 0.06], [-3.98, 0.29, 0.59], [-4.16, 0.99, 1.76], [-3.05, 1.47, 2.42], [-1.82, 1.22, 1.86], [-1.61, 0.52, 0.72], [-2.95, -2.63, -0.27], [-2.09, -2.56, 1.39], [-4.75, -2.99, 0.09], [-2.33, -4.13, -1.22], [-3.91, -0.71, -2.56], [-5.70, -0.44, -2.06], [-3.72, 0.67, -3.83], [-3.92, -2.30, -3.56], [0.27, -1.08, -4.31], [-1.50, -0.89, -4.31], [-0.78, -2.50, -4.14], [2.90, 2.13, -2.43], [4.91, 1.28, -3.54], [5.16, -1.19, -3.92], [3.32, -2.67, -3.14], [-0.71, 1.31, -4.64], [1.01, 1.68, -4.66], [-0.17, 2.98, -4.73], [-2.39, 2.11, -2.57], [-1.89, 3.69, -2.00], [-2.00, 2.32, -0.88], [1.80, 3.89, -2.93], [1.72, 3.68, -1.17], [0.48, 4.60, -2.02], [-4.83, -0.11, 0.08], [-5.16, 1.16, 2.14], [-3.11, 2.03, 3.34], [-0.94, 1.60, 2.35], [-2.68, -1.98, 2.11], [-1.10, -2.11, 1.32], [-1.95, -3.57, 1.79], [-5.23, -2.27, 0.76], [-4.75, -3.96, 0.61], [-5.38, -3.11, -0.80], [-1.26, -4.12, -1.43], [-2.87, -4.31, -2.15], [-2.52, -4.98, -0.56], [-5.87, 0.56, -1.65], [-6.13, -1.17, -1.37], [-6.27, -0.50, -2.99], [-4.14, 1.61, -3.46], [-4.35, 0.36, -4.67], [-2.73, 0.87, -4.23], [-4.40, -3.13, -3.04], [-2.94, -2.63, -3.90], [-4.52, -2.09, -4.46], [1.65, -1.84, 0.81], [1.27, -3.17, 1.18], [1.29, -3.55, 2.52], [0.88, -4.82, 2.89], [0.47, -5.73, 1.93], [0.49, -5.37, 0.60], [0.89, -4.10, 0.22], [2.05, -1.87, -0.13], [2.38, -1.52, 1.43], [1.64, -2.85, 3.27], [0.90, -5.10, 3.94], [0.15, -6.73, 2.22], [0.19, -6.08, -0.16], [0.92, -3.82, -0.83]],
  "total_charge": 1,
  "multiplicity": 2,
  "orbital_gap_ev": [7.312, 7.554],
  "e_lumo_ev": [-2.7, -2.5]
}

***

(2)
{
  "formula": "C40H57Ge2IrO3PS",
  "method": "ωB97M-V/def2-TZVPD",
  "symbols": ["Ir", "C", "C", "C", "C", "C", "C", "C", "P", "C", "C", "C", "C", "C", "C", "C", "C", "C", "C", "C", "C", "C", "C", "H", "H", "H", "H", "H", "H", "H", "H", "H", "H", "H", "H", "H", "H", "H", "H", "H", "H", "H", "H", "C", "C", "C", "C", "C", "C", "C", "S", "O", "O", "O", "H", "H", "H", "H", "H", "H", "H", "C", "C", "C", "C", "Ge", "C", "C", "C", "C", "H", "H", "H", "H", "H", "H", "H", "H", "H", "H", "H", "H", "H", "H", "H", "H", "H", "H", "H", "C", "Ge", "C", "C", "C", "H", "H", "H", "H", "H", "H", "H", "H", "H", "H", "H"],
  "xyz": [[0.71, -1.12, 0.14], [-3.63, 2.16, 1.85], [-3.70, 3.18, 0.74], [-4.19, 4.44, 1.05], [-4.24, 5.46, 0.12], [-3.79, 5.25, -1.18], [-3.29, 4.01, -1.52], [-3.25, 2.96, -0.59], [-2.57, 1.41, -1.14], [-1.76, 1.54, -2.72], [-0.61, 2.35, -2.70], [0.20, 2.46, -3.81], [-0.11, 1.73, -4.95], [-1.25, 0.94, -4.98], [-2.10, 0.82, -3.88], [-3.35, -0.01, -4.02], [-3.63, 0.01, -0.83], [-4.98, 0.24, -0.60], [-5.80, -0.78, -0.15], [-5.25, -2.03, 0.15], [-3.92, -2.27, -0.09], [-3.07, -1.29, -0.64], [-1.76, -1.64, -1.06], [-4.57, 2.15, 2.40], [-2.83, 2.43, 2.55], [-3.42, 1.15, 1.51], [-4.52, 4.63, 2.06], [-4.63, 6.43, 0.40], [-3.83, 6.04, -1.91], [-2.95, 3.84, -2.53], [-0.37, 2.89, -1.79], [1.07, 3.10, -3.79], [0.52, 1.80, -5.82], [-1.49, 0.39, -5.88], [-3.54, -0.23, -5.07], [-4.22, 0.52, -3.62], [-3.27, -0.96, -3.49], [-5.39, 1.23, -0.76], [-6.86, -0.60, 0.02], [-5.88, -2.81, 0.56], [-3.50, -3.25, 0.12], [-1.27, -1.00, -1.79], [-1.51, -2.69, -1.10], [2.28, 6.21, -1.05], [1.89, 4.97, -0.29], [2.51, 3.75, -0.53], [2.11, 2.60, 0.13], [1.08, 2.68, 1.05], [0.45, 3.89, 1.33], [0.86, 5.03, 0.65], [0.41, 1.22, 1.78], [-0.22, 1.54, 3.01], [1.47, 0.19, 1.85], [-0.55, 0.72, 0.71], [3.12, 6.03, -1.70], [2.54, 7.02, -0.36], [1.44, 6.56, -1.65], [3.33, 3.70, -1.24], [2.59, 1.65, -0.07], [-0.34, 3.92, 2.07], [0.37, 5.97, 0.86], [-0.75, -5.27, 4.28], [-0.16, -5.51, 2.89], [-0.80, -4.62, 1.83], [-0.10, -4.74, 0.47], [1.38, -3.46, 0.12], [2.88, -3.64, 1.42], [2.61, -2.97, 2.76], [3.80, -3.00, 3.71], [3.56, -2.15, 4.95], [-0.29, -5.93, 5.02], [-1.83, -5.46, 4.28], [-0.58, -4.24, 4.60], [-0.31, -6.56, 2.60], [0.92, -5.33, 2.91], [-0.78, -3.58, 2.18], [-1.86, -4.89, 1.73], [-0.81, -4.62, -0.35], [0.33, -5.73, 0.35], [1.94, -4.04, -1.21], [3.76, -3.19, 0.94], [3.09, -4.71, 1.55], [1.75, -3.45, 3.25], [2.34, -1.92, 2.60], [4.69, -2.64, 3.18], [4.00, -4.04, 4.01], [3.38, -1.11, 4.68], [4.42, -2.18, 5.62], [2.69, -2.51, 5.51], [4.60, -2.42, -1.98], [3.80, -0.73, -1.36], [4.43, -0.28, 0.45], [4.29, 0.73, -2.59], [1.81, -0.90, -1.57], [4.90, -2.33, -3.03], [3.90, -3.24, -1.89], [5.49, -2.66, -1.39], [5.27, -0.93, 0.71], [3.65, -0.41, 1.20], [4.78, 0.75, 0.48], [5.32, 1.04, -2.39], [3.63, 1.59, -2.48], [4.23, 0.39, -3.63], [1.63, -1.69, -2.31], [1.43, 0.05, -1.96]],
  "total_charge": 1,
  "multiplicity": 5,
  "orbital_gap_ev": [7.482, 6.122],
  "e_lumo_ev": [-2.6, -5.1]
}